Record 1
The following is a DFT calculation (the ωB97M-V functional and the def2-TZVPD basis) of the molecule C24H33NO3.

Its spin multiplicity is 1. The calculation puts the HOMO energy at -8.13 eV. For the HOMO-LUMO gap, the calculation gives 8.9 eV.

```
61
Properties=species:S:1:pos:R:3:forces:R:3:lowdin_charge:R:1
O -2.26858 -1.25342 1.20328 -0.317 -0.017 0.196 -0.003
O -0.34629 1.21576 2.42163 -0.003 0.256 0.154 0.046
O -2.77390 -0.21681 -1.65671 -0.171 0.538 -0.230 -0.062
N 0.96713 -0.76981 1.07486 0.246 0.120 0.237 -0.159
C -1.63638 0.42518 4.23355 0.096 0.138 -0.172 -0.017
C -0.59413 0.24082 3.33234 -0.047 -0.146 0.224 -0.279
C -1.92274 -0.54187 5.17657 0.007 0.006 -0.021 -0.089
C -2.12276 0.97055 -1.97842 0.086 0.129 0.051 -0.198
C -0.71126 2.25566 -3.42987 -0.016 -0.012 0.081 -0.060
C -2.25994 2.07197 -1.12748 -0.099 -0.181 -0.023 -0.199
C 2.07812 -0.39718 0.20555 0.012 -0.139 -0.331 -0.313
C -1.17589 -1.70554 5.22601 -0.019 -0.190 0.144 -0.098
C -1.91408 -1.24525 -1.19859 0.438 -0.240 0.404 -0.125
C 1.56853 0.34316 -1.03427 0.302 0.220 0.271 -0.140
C 2.99827 -1.55326 -0.21705 0.076 0.272 0.255 -0.144
C 4.16502 -1.02245 -1.04521 -0.130 -0.210 -0.207 -0.199
C 0.17498 -0.92696 3.38512 0.180 0.028 -0.100 -0.158
C 3.65644 -0.27880 -2.27645 0.189 0.219 0.176 -0.204
C -1.58069 3.24310 -1.43517 0.026 -0.070 -0.028 -0.046
C 1.34092 -1.11250 2.44280 0.030 -0.045 0.158 -0.125
C -0.02905 -1.67327 0.51381 -0.522 0.258 -0.118 -0.086
C 2.73787 0.86669 -1.86260 -0.164 -0.242 -0.214 -0.188
C -1.33841 -0.92840 0.19374 0.037 -0.113 -0.678 -0.323
C -3.12664 2.01076 0.09594 0.024 -0.070 -0.002 -0.022
C -1.37778 1.06908 -3.15721 -0.109 -0.164 0.043 -0.208
C -0.79295 3.33170 -2.56678 0.061 0.085 -0.027 -0.084
C -1.31323 -0.06183 -4.14214 -0.031 -0.020 0.055 -0.033
C -0.13687 -1.88945 4.33135 -0.051 0.064 0.003 -0.045
H 0.45019 -2.79700 4.37058 0.062 -0.085 -0.026 0.110
H 2.43949 -2.27980 -0.81067 -0.055 -0.070 -0.010 0.113
H -2.14903 -0.74262 -3.99966 0.010 -0.080 -0.046 0.083
H 0.97106 -0.33021 -1.64896 -0.139 -0.099 -0.089 0.106
H 3.37581 -2.06480 0.67098 -0.035 -0.084 0.017 0.113
H 3.10631 -0.97239 -2.91696 -0.015 -0.046 -0.084 0.113
H -2.53266 -2.14513 -1.14751 0.120 0.016 -0.003 0.144
H -1.40125 -2.46819 5.95601 -0.022 -0.061 0.063 0.096
H -0.28050 -2.44427 1.24605 0.055 -0.030 -0.069 0.139
H -3.67823 2.94197 0.20769 -0.054 0.034 0.036 0.086
H 0.92696 1.17351 -0.73301 -0.130 0.005 0.018 0.118
H 2.35393 1.38081 -2.74566 0.022 0.091 0.016 0.104
H -1.35048 0.32990 -5.15682 0.010 -0.019 -0.060 0.083
H -2.73559 -0.38837 5.87081 -0.070 0.019 0.056 0.101
H -3.83653 1.19121 0.01493 -0.079 0.008 0.071 0.078
H -0.38121 -0.62000 -4.03884 0.027 -0.102 -0.018 0.079
H 3.30476 1.59144 -1.27414 0.025 0.094 0.011 0.118
H 2.68565 0.31178 0.78462 -0.029 -0.027 -0.034 0.153
H -2.21081 1.33692 4.17550 -0.068 0.114 -0.019 0.114
H -0.26130 4.24519 -2.78774 0.037 0.090 -0.025 0.102
H -2.51942 1.87509 0.99205 0.013 -0.059 0.099 0.076
H 4.80813 -1.85133 -1.34867 0.075 0.037 0.057 0.109
H -1.09827 -1.41141 -1.91034 -0.039 0.033 -0.038 0.106
H 1.71637 -2.14440 2.52922 0.016 0.089 0.042 0.124
H 0.26806 0.83490 1.76260 -0.090 -0.190 -0.160 0.073
H -3.07369 -0.74610 1.04875 0.024 0.027 0.047 0.092
H 0.34727 -2.17156 -0.38278 0.061 -0.009 0.021 0.118
H -1.67369 4.09027 -0.77168 -0.025 0.097 0.079 0.114
H -1.12291 0.14850 0.21131 0.040 -0.180 -0.003 0.120
H 4.50009 0.10824 -2.85110 -0.011 -0.044 -0.082 0.108
H -0.13017 2.33268 -4.33771 0.052 0.002 -0.114 0.112
H 2.15269 -0.44004 2.74669 -0.003 -0.056 -0.084 0.138
H 4.76329 -0.34245 -0.43411 0.085 0.014 0.032 0.115
```
Positions in Å, forces in eV/Å.


Record 2
The following is a DFT calculation (the ωB97M-V functional and the def2-TZVPD basis) of a structure of composition C24H34BrIN7O6PS2V.

Its spin multiplicity is 2. As for the expectation value of S²: 0.757. The calculation puts the HOMO energy (alpha / beta) at -13.18 / -13.18 eV. The total charge is +2. For the HOMO-LUMO gap (alpha / beta), the calculation gives 5.5 / 5.5 eV.

```
77
Properties=species:S:1:pos:R:3:forces:R:3:mulliken_spin:R:1
I -1.30073 -3.48948 3.93372 0.005 0.043 -0.016 0.000
Br -2.66988 1.25144 -3.45841 0.110 0.052 0.151 0.000
V -1.17195 0.41380 -1.78359 -0.363 0.211 -0.492 0.015
S 2.23863 -1.45811 -0.34704 0.015 0.046 0.046 0.534
S 2.01506 -3.78731 -1.74015 0.011 0.028 -0.015 0.541
P 0.97378 1.56667 -3.08927 -0.031 0.015 0.151 0.005
O -2.04970 1.01497 -0.44894 0.419 -0.514 -0.353 -0.001
O -7.17346 -2.69517 2.11611 -0.112 0.007 -0.324 0.000
O 0.42453 0.14184 -2.83893 -0.335 -0.152 0.272 -0.001
O -8.30657 -0.90963 2.53939 -0.103 0.031 -0.338 0.000
O -2.79957 2.85314 0.55532 0.064 -0.044 -0.030 0.000
O 4.34414 -2.49717 -1.49720 0.002 0.013 0.008 -0.015
N 0.64076 2.02156 -4.59613 0.030 -0.032 0.030 0.000
N -1.35429 -1.50621 -1.37507 0.157 -0.080 -0.096 -0.022
N -1.43108 0.64293 3.20412 -0.073 -0.006 -0.047 0.000
N 2.52532 1.67916 -2.63941 -0.050 0.059 -0.109 -0.008
N 0.00598 2.34693 -1.91346 0.130 0.117 0.182 0.000
N -7.34239 -1.49445 2.10455 0.326 -0.038 0.925 0.000
N -0.62992 0.32127 2.17568 0.095 0.131 0.077 -0.001
C 3.07579 -2.59700 -1.25043 -0.038 -0.032 -0.026 -0.067
C -3.07428 -2.04344 -2.90229 -0.019 0.025 -0.005 0.001
C -2.16357 -1.19393 -2.31163 0.019 -0.065 0.196 0.004
C 3.43870 0.64120 -3.14783 0.009 -0.004 0.009 0.007
C -2.14689 -3.68778 -1.33164 0.014 0.005 0.008 0.009
C 0.57606 2.28476 -0.53083 -0.053 0.068 0.028 -0.016
C -5.01502 -1.30560 1.32463 -0.015 -0.075 -0.002 0.000
C 3.18324 2.95327 -2.32837 0.015 -0.008 0.049 0.001
C -6.19559 -0.66449 1.65455 -0.060 0.024 -0.272 0.000
C -0.02700 1.19107 -5.60659 -0.028 0.017 -0.003 0.000
C -3.03352 -3.32158 -2.36700 0.000 -0.013 -0.004 0.002
C -2.96873 1.69505 0.34928 -0.255 0.236 0.103 0.000
C -1.16744 -1.50944 3.38259 -0.008 -0.071 0.013 0.001
C -2.12385 -5.08143 -0.78019 0.005 0.000 0.009 -0.005
C -5.28135 1.47178 1.15582 -0.015 0.031 0.055 0.000
C -6.35342 0.70666 1.58536 -0.016 -0.002 -0.017 0.000
C -1.77892 -0.42079 3.95639 -0.053 -0.014 -0.013 0.000
C 1.17657 3.29073 -5.10545 0.033 -0.006 -0.014 0.000
C -1.27646 -2.73130 -0.83311 -0.010 0.007 0.021 -0.006
C -0.45100 -0.98601 2.29383 -0.100 0.011 -0.132 -0.005
C 4.98936 -3.57466 -2.22788 0.005 -0.016 0.004 0.006
C -3.95496 -0.53917 0.88077 0.019 0.058 0.056 0.000
C -0.63813 3.65165 -2.17913 -0.005 0.010 -0.071 0.000
C -4.09196 0.84500 0.79622 0.150 -0.042 -0.008 0.000
H -4.94345 -2.37875 1.43009 -0.011 0.019 -0.014 0.000
H 4.92660 -4.49170 -1.64653 -0.003 0.000 -0.003 -0.003
H 2.45831 3.71010 -2.03307 0.002 0.007 -0.019 0.001
H 1.90425 3.10556 -5.89631 0.002 -0.004 0.004 0.000
H 1.02610 1.30585 -0.34714 -0.018 0.002 0.025 0.009
H 3.87840 2.79988 -1.50305 -0.011 0.008 0.010 0.000
H 6.02051 -3.26150 -2.34028 0.000 0.002 0.008 0.002
H 3.73908 3.32821 -3.18996 0.003 -0.017 -0.005 0.000
H -5.36346 2.54846 1.09418 0.004 -0.004 -0.007 0.000
H 1.34119 3.04578 -0.38973 0.029 -0.026 -0.014 -0.002
H -7.29702 1.15245 1.86378 -0.004 0.003 -0.001 0.000
H -1.91288 -5.07642 0.28864 0.009 0.002 -0.005 0.000
H -3.75054 -1.74091 -3.68675 -0.003 -0.004 0.000 0.000
H -0.56158 -2.91539 -0.04575 0.010 -0.001 0.011 0.011
H -1.46106 3.77486 -1.47744 0.009 -0.003 0.006 0.000
H 4.51218 -3.69992 -3.19761 -0.001 0.005 0.000 -0.004
H -2.41585 -0.33202 4.82040 0.007 0.001 -0.002 0.000
H -0.87971 1.72814 -6.02043 -0.004 -0.004 0.004 0.000
H -1.34066 -5.66282 -1.27120 -0.010 -0.006 -0.007 0.001
H -3.71451 -4.07299 -2.74877 -0.004 0.005 -0.008 0.000
H -3.07178 -5.58821 -0.94740 -0.002 0.001 0.004 0.000
H 0.07662 4.46383 -2.03424 0.007 -0.008 0.002 0.000
H 1.66083 3.86004 -4.31327 -0.008 0.006 -0.004 0.000
H 3.91496 0.95523 -4.07896 -0.005 0.008 0.000 0.000
H -1.02787 3.67316 -3.19234 0.002 -0.001 -0.002 0.000
H -0.37097 0.26066 -5.16713 0.007 -0.006 -0.006 0.000
H 4.20387 0.46014 -2.39377 -0.004 -0.004 0.001 0.004
H -0.22459 2.45311 0.18197 0.005 0.039 0.014 0.002
H -3.00847 -1.00557 0.64954 0.037 -0.037 0.003 0.000
H -1.68657 1.60458 3.35846 0.040 -0.008 -0.001 0.000
H 0.36303 3.89558 -5.50665 -0.004 -0.007 0.000 0.000
H 2.89536 -0.28865 -3.30749 0.002 -0.002 -0.008 -0.006
H 0.19715 -1.51262 1.61136 0.021 -0.001 0.006 0.006
H 0.67988 0.96841 -6.40663 0.002 0.007 0.001 0.000
```
Positions in Å, forces in eV/Å.


It is found that the calculated total energy values, taken in the order of the records, are -33056.594; -182929.544 eV.
It is found that the ΔE to the lowest compared entry with this formula, charge and spin values, taken in the order of the records, are 3.9; 72.4 kcal/mol.